A molecular structure, C6H11N2O3P, computed with ωB97M-V with the def2-TZVPD basis set.

Geometry as XYZ:
```
23
Properties=species:S:1:pos:R:3:lowdin_charge:R:1
C 2.0187 0.4265 -0.0061 0.0094
C 1.2328 -0.3243 -0.9838 -0.3712
C 1.4682 1.5004 0.6797 -0.4280
C 1.8580 -1.5465 -1.5505 -0.0220
C -2.4914 -0.4511 0.9025 -0.1185
C -2.9430 0.3399 -0.3045 -0.2440
N -0.0297 -0.0719 -1.2366 0.0219
N 1.9836 2.6631 1.1078 0.2083
O 0.1185 1.5292 0.7394 -0.0916
O -0.0608 2.6317 -1.5394 -0.1926
O -2.0535 1.4493 -0.6636 -0.1794
P -0.4944 1.4936 -0.8065 0.4129
H 2.9988 0.1771 0.0745 0.0658
H 2.1598 -1.3658 -2.6018 0.1134
H 1.2461 -2.3034 -1.3953 0.0322
H 2.7398 -1.8722 -1.0944 0.0602
H -3.1453 -1.2300 1.1070 0.0370
H -1.4711 -0.9447 0.6428 0.0985
H -2.6247 0.1809 1.8509 0.1075
H -3.9664 0.6851 0.0502 0.1367
H -2.9849 -0.4086 -1.0849 0.1080
H 1.3283 3.0391 1.7902 0.1366
H 2.9459 2.5481 1.2273 0.0989
```

energy relative to the best compared isomer or geometry (same formula, charge and spin): 6.1 kcal per mole
HOMO level: -8.664 eV
LUMO level: 0.50 eV